14
Properties=species:S:1:pos:R:3 method="wB97M-V/def2-TZVPD" e_above_lowest_kcal_mol=113.45 total_energy_ev=-11211.8568 smiles="CN/N=c1/cn[nH]o1"
C -1.949 -0.696 0.454
N -1.658 0.424 -0.536
N -0.553 1.214 -0.252
C 0.588 0.567 -0.299
C 1.802 1.173 0.153
N 2.719 0.200 0.237
N 2.116 -0.950 -0.138
O 0.815 -0.728 -0.604
H -2.498 -0.389 1.403
H -2.621 -1.479 0.026
H -0.961 -1.214 0.594
H -2.416 1.084 -0.701
H 1.951 2.175 0.499
H 2.664 -1.380 -0.836